# 1
Density functional theory data (ωB97M-V/def2-TZVPD) for a single C3H8S molecule in a non-equilibrium geometry.

Geometry as XYZ:
```
12
C3H8S (ωB97M-V/def2-TZVPD)
H 0.9170 -1.0403 0.1512
C -0.2671 0.3035 -0.7612
H 0.8731 -0.5388 -3.7766
H 1.5081 0.5202 0.4698
H -1.3165 -0.4988 1.5575
H -0.7475 1.0401 1.6609
C 0.5657 -0.0918 0.5014
H -0.5125 1.3399 -0.6386
H -1.0639 -0.4853 -0.8251
H 0.0864 -0.2773 2.5702
S 0.3547 -0.2754 -2.5329
C -0.3975 0.0040 1.6233
```

Its highest occupied orbital energy is -8.60 eV. Its electronic energy is -517.1489 hartree. As for the SMILES: CCCS.


# 2
Density functional theory data (ωB97M-V/def2-TZVPD) for a molecular structure, C5H10O.

Geometry as XYZ:
```
16
C5H10O (ωB97M-V/def2-TZVPD)
O -0.2218 -0.9264 -1.6632
H 0.6367 -0.6734 -2.0269
C -0.3768 0.9871 0.3596
H 1.3967 1.1096 -0.9003
H 0.6237 -0.5966 1.5299
H -2.0315 -1.6337 -0.1894
H 1.6618 1.6276 0.7717
C -0.0187 -1.4829 -0.3853
H 0.7897 2.6776 -0.3566
H -1.0964 -0.7502 1.4214
H -0.8260 1.5645 1.1766
C 0.9411 1.6362 -0.0543
H -1.0842 1.0059 -0.4746
C -1.1388 -2.0905 0.2868
C -0.2000 -0.4567 0.8252
H 0.9446 -1.9982 -0.3207
```

Its highest occupied orbital energy is -8.59 eV. Its electronic energy is -271.6028 hartree.


# 3
Density functional theory data (ωB97M-V/def2-TZVPD) for a molecular structure, C9H19Cl2GaNO3P in a non-equilibrium geometry.

Geometry as XYZ:
```
36
C9H19Cl2GaNO3P (ωB97M-V/def2-TZVPD)
H -2.9671 2.0955 -1.4144
H 2.0818 -0.2557 2.1617
H -0.2679 1.9114 4.1896
H -1.5361 0.2445 -3.2152
O 0.0575 0.2459 2.0403
H -0.2494 -4.2275 -5.1294
Cl 1.2209 -3.7387 -2.6923
H -2.0482 3.1177 -0.2887
C -0.5891 0.7674 -3.0194
N 1.2630 0.4642 3.9178
H 0.4465 1.2064 5.6455
C -2.0132 2.6191 -1.2680
C -0.5062 -3.9132 -3.0578
H 0.8299 3.0386 -0.2020
P -0.6101 1.4797 -1.3494
H -0.1658 -5.7015 -4.1431
C -2.3005 -0.1094 0.4381
C 0.8768 2.5097 -1.1639
C -0.7005 -4.7535 -4.2787
H 3.3040 0.9960 4.1297
C 2.5455 0.3549 4.6068
H 2.8978 -0.6888 4.6282
O -1.3431 -3.3862 -2.3667
H 0.2303 0.0393 -3.0994
C 1.1833 0.1257 2.6522
Cl 1.4986 -1.5201 -0.3000
H -1.7657 -4.9265 -4.4498
H -0.7040 0.2533 4.7025
H 0.9188 3.2315 -1.9906
H 1.7634 1.8621 -1.1678
H 2.3921 0.6946 5.6276
O -3.3006 0.2161 0.9083
H -1.9134 3.3914 -2.0485
C 0.1033 0.9902 4.6457
Ga -0.1781 -0.2105 0.1033
H -0.4546 1.5765 -3.7521
```

Its highest occupied orbital energy is -15.59 eV. Its charge is +2. Its electronic energy is -3820.8221 hartree.